DFT (wB97M-V/def2-TZVPD) results for a structure of composition C27H24CoF6N2O4P2S2.

```
68
Properties=species:S:1:pos:R:3:mulliken_charge:R:1
Co -0.33 -0.43 0.15 0.3692
N 0.60 -3.23 0.06 -0.1484
P 0.55 -2.16 1.43 0.4678
C 2.24 -2.21 2.07 0.4043
C 2.81 -1.04 2.55 -0.1508
C 4.10 -1.04 3.06 -0.7908
C 4.83 -2.22 3.08 -0.5047
C 4.26 -3.40 2.60 -0.7293
C 2.97 -3.40 2.10 -0.1649
C -0.41 -3.05 2.69 0.8997
C -1.46 -3.90 2.38 -0.3669
C -2.21 -4.48 3.40 -0.8624
C -1.91 -4.21 4.72 -0.5033
C -0.88 -3.34 5.03 -0.5942
C -0.13 -2.76 4.02 -0.7080
P 0.60 -2.10 -1.26 -0.2183
C -0.07 -3.06 -2.64 0.8665
C -0.19 -4.44 -2.63 -0.1932
C -0.73 -5.10 -3.74 -0.8392
C -1.14 -4.37 -4.85 -0.5298
C -1.02 -2.99 -4.86 -0.6473
C -0.49 -2.34 -3.76 -0.4498
C 2.38 -1.97 -1.63 0.2816
C 3.27 -3.00 -1.37 -0.2233
C 4.61 -2.87 -1.68 -0.6966
C 5.07 -1.70 -2.27 -0.5208
C 4.19 -0.67 -2.54 -0.6802
C 2.84 -0.80 -2.22 -0.2722
H -0.22 -3.83 0.03 0.2953
H 2.24 -0.11 2.53 0.3847
H 4.54 -0.13 3.43 0.4306
H 5.84 -2.23 3.46 0.4051
H 4.83 -4.32 2.61 0.4251
H 2.53 -4.31 1.71 0.3644
H -1.75 -4.10 1.36 0.1439
H -3.03 -5.14 3.14 0.4062
H -2.50 -4.66 5.51 0.3850
H -0.64 -3.12 6.07 0.4007
H 0.69 -2.10 4.28 0.3756
H 0.14 -5.02 -1.78 0.4418
H -0.83 -6.17 -3.72 0.4368
H -1.56 -4.89 -5.70 0.4009
H -1.35 -2.42 -5.72 0.4349
H -0.43 -1.25 -3.76 0.3750
H 2.91 -3.91 -0.90 0.2501
H 5.30 -3.68 -1.46 0.4332
H 6.12 -1.59 -2.51 0.4030
H 4.55 0.25 -3.00 0.4330
H 2.17 0.03 -2.41 0.3686
F -5.21 -2.38 -1.79 -0.2310
C -3.89 -2.39 -1.62 0.6597
F -3.46 -3.66 -1.64 -0.2094
F -3.31 -1.74 -2.63 -0.1947
S -3.45 -1.65 -0.01 1.1070
O -1.99 -1.75 0.01 0.1837
O -4.16 -2.43 0.96 -0.6720
N -4.01 -0.20 -0.16 -0.6430
S -3.19 1.13 -0.05 0.9553
O -4.02 2.21 0.38 -0.6424
O -1.90 0.95 0.60 -0.8383
C -2.77 1.54 -1.80 0.7140
F -1.79 0.73 -2.24 -0.1716
F -3.82 1.39 -2.59 -0.2407
F -2.34 2.79 -1.87 -0.2259
C 1.06 0.83 0.20 -1.3107
H 0.91 1.39 1.13 0.3695
H 0.91 1.51 -0.65 0.4258
H 2.07 0.42 0.16 0.4758
```

## Properties
Lowest unoccupied orbital energy (alpha / beta) = 0.113 / 0.312 eV
ΔE to the lowest compared entry with this formula, charge and spin = 0.766 eV
2S+1 = 2
Gap between HOMO and LUMO (alpha / beta) = 8.20 / 9.29 eV